Entry 1:
The following is a quantum chemistry calculation of a single C4H7N3O molecule in a non-equilibrium geometry, from the OMol25 dataset.

For the total energy, the calculation gives -396.02915 Eh. The net charge is 0. The calculation puts the gap between HOMO and LUMO at 8.74 eV. As for the SMILES: [H]/N=C(C)/N=C(\N)C=O. The highest occupied orbital energy comes out at -9.36 eV.

Cartesian coordinates (Å):
H: -2.597 -0.253 1.034
N: -1.855 -0.512 0.379
C: -0.991 0.502 0.474
C: -1.187 1.850 1.073
N: 0.216 0.389 -0.152
C: 0.776 -0.645 -0.646
N: 0.499 -1.961 -0.688
C: 2.095 -0.313 -1.239
O: 2.904 -1.053 -1.886
H: -0.588 2.654 0.394
H: -0.509 1.579 2.176
H: -2.296 2.028 1.045
H: 1.378 -2.562 -1.064
H: -0.140 -2.541 -0.031
H: 2.295 0.838 -0.870


Entry 2:
The following is a quantum chemistry calculation of a single C4H7N3O molecule in a non-equilibrium geometry, from the OMol25 dataset.

For the total energy, the calculation gives -395.97856 Eh. The net charge is 0. The calculation puts the gap between HOMO and LUMO at 7.94 eV. The highest occupied orbital energy comes out at -7.23 eV.

Cartesian coordinates (Å):
C: -0.283 -0.930 0.024
C: 0.412 0.186 0.083
C: -2.243 0.050 0.072
C: 1.922 0.421 0.028
N: -0.328 1.446 0.163
N: -1.733 1.189 0.006
N: 0.158 -2.213 -0.116
O: -3.205 -0.612 0.139
H: 2.500 0.730 0.981
H: 2.156 1.378 -0.494
H: 2.339 -0.492 -0.369
H: 0.053 2.170 -0.572
H: -2.233 2.080 -0.144
H: 1.080 -2.431 0.157
H: -0.594 -2.975 0.041


Entry 3:
The following is a quantum chemistry calculation of a single C4H7N3O molecule in a non-equilibrium geometry, from the OMol25 dataset.

For the total energy, the calculation gives -395.98128 Eh. The net charge is 0. The calculation puts the gap between HOMO and LUMO at 9.33 eV. As for the SMILES: [H]/N=C1\CC/C(=N\[H])N1O. The highest occupied orbital energy comes out at -8.74 eV.

Cartesian coordinates (Å):
H: -2.901 -0.407 -0.375
N: -2.126 -0.959 0.137
C: -1.030 -0.419 -0.037
C: -0.785 1.126 -0.197
C: 0.782 1.157 0.137
C: 1.288 -0.239 -0.133
N: 2.371 -0.901 -0.088
H: 3.096 -0.157 0.261
N: 0.178 -0.965 -0.057
O: 0.188 -2.324 -0.092
H: -0.991 1.464 -1.350
H: -1.350 1.920 0.436
H: 0.646 1.309 1.379
H: 1.386 2.067 -0.358
H: -0.752 -2.671 0.337


Entry 4:
The following is a quantum chemistry calculation of a single C4H7N3O molecule in a non-equilibrium geometry, from the OMol25 dataset.

For the total energy, the calculation gives -395.98309 Eh. The net charge is 0. The calculation puts the gap between HOMO and LUMO at 10.23 eV. As for the SMILES: C=N/N=C\O/N=C\C. The highest occupied orbital energy comes out at -9.26 eV.

Cartesian coordinates (Å):
C: 1.628 1.299 -2.750
N: 0.825 0.972 -1.799
N: 0.179 2.084 -1.175
C: -0.332 1.657 -0.071
O: -0.284 0.391 0.412
N: -1.021 0.248 1.630
C: -0.991 -0.958 2.012
C: -0.460 -2.239 1.246
H: 1.589 2.313 -3.144
H: 2.177 0.540 -3.235
H: -0.913 2.311 0.516
H: -1.423 -1.008 3.024
H: -0.167 -2.071 0.141
H: 0.405 -2.471 1.885
H: -1.212 -3.067 1.309


Entry 5:
The following is a quantum chemistry calculation of a single C4H7N3O molecule, from the OMol25 dataset.

For the total energy, the calculation gives -396.04188 Eh. The net charge is 0. The calculation puts the gap between HOMO and LUMO at 8.46 eV. As for the SMILES: [H]/N=C\[C@@H](O)C(N)=C=N. The highest occupied orbital energy comes out at -7.86 eV.

Cartesian coordinates (Å):
H: 2.342 -1.205 -0.841
N: 2.127 -0.305 -1.264
C: 0.917 0.021 -1.282
C: -0.257 -0.684 -0.635
O: 0.037 -1.981 -0.195
C: -0.657 0.230 0.541
N: -1.041 -0.411 1.737
C: -0.689 1.526 0.372
N: -0.498 2.726 0.250
H: 0.671 0.973 -1.744
H: -1.088 -0.791 -1.340
H: 0.903 -1.969 0.246
H: -0.593 -0.043 2.565
H: -0.915 -1.413 1.653
H: -1.257 3.325 -0.064


Entry 6:
The following is a quantum chemistry calculation of a single C4H7N3O molecule in a non-equilibrium geometry, from the OMol25 dataset.

For the total energy, the calculation gives -395.83617 Eh. The net charge is 0. The calculation puts the gap between HOMO and LUMO at 8.12 eV. As for the SMILES: CN/N=C(/C#N)OC. The highest occupied orbital energy comes out at -9.07 eV.

Cartesian coordinates (Å):
C: -1.288 1.372 -2.022
N: 0.073 0.607 -1.740
N: 0.267 1.153 -0.478
C: 0.513 0.219 0.426
C: 0.725 0.730 1.845
N: 1.021 0.180 3.161
O: 0.587 -1.105 0.145
C: 0.651 -1.809 1.493
H: -1.398 1.442 -3.182
H: -0.940 2.532 -1.976
H: -2.180 1.017 -1.493
H: -0.061 -0.407 -1.528
H: -0.111 -1.372 2.340
H: 1.586 -1.637 1.827
H: 0.555 -2.921 1.182


Entry 7:
The following is a quantum chemistry calculation of a single C4H7N3O molecule in a non-equilibrium geometry, from the OMol25 dataset.

For the total energy, the calculation gives -395.85185 Eh. The net charge is 0. The calculation puts the gap between HOMO and LUMO at 9.55 eV. As for the SMILES: C=CN(/C=N\O)N=C. The highest occupied orbital energy comes out at -8.70 eV.

Cartesian coordinates (Å):
C: 1.525 -0.881 0.354
C: 0.335 -0.314 0.673
N: -0.264 0.592 -0.313
C: -1.043 0.016 -1.189
N: -1.318 -1.190 -1.583
O: -0.582 -2.283 -0.789
N: -0.483 1.850 0.130
C: 0.034 2.477 1.045
H: 1.770 -1.773 1.205
H: 1.935 -0.889 -0.616
H: -0.508 -0.485 1.622
H: -1.776 0.611 -1.810
H: -0.518 -3.223 -1.408
H: -0.221 3.557 1.426
H: 1.113 1.936 1.254


Entry 8:
The following is a quantum chemistry calculation of a single C4H7N3O molecule in a non-equilibrium geometry, from the OMol25 dataset.

For the total energy, the calculation gives -396.07023 Eh. The net charge is 0. The calculation puts the gap between HOMO and LUMO at 7.94 eV. As for the SMILES: [H]/N=c1\[nH]c(C)c(O)[nH]1. The highest occupied orbital energy comes out at -7.42 eV.

Cartesian coordinates (Å):
H: 0.820 0.010 -3.097
N: 0.965 -0.890 -2.634
C: 0.682 -0.633 -1.390
N: 0.012 0.536 -0.921
C: -0.143 0.477 0.408
C: -1.099 1.491 1.074
C: 0.263 -0.696 0.836
O: 0.068 -1.459 1.977
N: 0.932 -1.379 -0.287
H: -0.516 1.281 -1.426
H: -1.778 1.002 1.953
H: -1.851 1.652 0.159
H: -0.499 2.393 1.373
H: 1.022 -1.404 2.330
H: 1.124 -2.381 -0.357


Entry 9:
The following is a quantum chemistry calculation of a single C4H7N3O2 molecule in a non-equilibrium geometry, from the OMol25 dataset.

For the total energy, the calculation gives -471.23034 Eh. The net charge is 0. The calculation puts the gap between HOMO and LUMO at 10.38 eV. As for the SMILES: [H]/N=C(/OC=O)N(C)N=C. The highest occupied orbital energy comes out at -9.67 eV.

Cartesian coordinates (Å):
H: -0.004 -2.132 0.681
N: 0.452 -1.833 -0.134
C: 0.094 -0.595 -0.258
O: 0.675 0.278 -1.047
C: 1.197 -0.272 -2.095
O: 1.836 0.546 -2.788
N: -0.869 0.238 0.554
C: -0.327 1.709 0.878
N: -1.313 -0.470 1.687
C: -1.799 0.023 2.766
H: 1.190 -1.397 -2.081
H: 0.490 1.683 1.814
H: 0.352 2.024 0.072
H: -1.253 2.245 0.847
H: -1.781 -0.756 3.588
H: -1.959 1.007 3.267


Entry 10:
The following is a quantum chemistry calculation of a single C4H7N3O2 molecule in a non-equilibrium geometry, from the OMol25 dataset.

For the total energy, the calculation gives -471.29407 Eh. The net charge is 0. The calculation puts the gap between HOMO and LUMO at 8.97 eV. As for the SMILES: CCc1n[nH]c(=O)n1O. The highest occupied orbital energy comes out at -8.53 eV.

Cartesian coordinates (Å):
C: -1.623 -1.111 1.002
C: -1.447 -0.150 -0.138
C: -0.093 0.373 -0.430
N: -0.002 1.055 -1.538
N: 1.341 1.275 -1.691
C: 2.078 0.783 -0.589
O: 3.267 0.863 -0.458
N: 1.066 0.239 0.253
O: 1.317 -0.774 1.162
H: -1.375 -0.580 1.937
H: -2.711 -1.410 1.138
H: -1.025 -2.018 0.899
H: -2.029 0.731 -0.125
H: -1.874 -0.569 -1.077
H: 1.854 1.657 -2.428
H: 1.256 -0.363 2.082


Entry 11:
The following is a quantum chemistry calculation of a single C4H7N3O3 molecule in a non-equilibrium geometry, from the OMol25 dataset.

For the total energy, the calculation gives -546.32168 Eh. The net charge is 0. The calculation puts the gap between HOMO and LUMO (spin up / spin down) at 7.20 / 8.26 eV. The highest occupied orbital energy (spin up / spin down) comes out at -8.79 / -9.10 eV.

Cartesian coordinates (Å):
C: 0.164 -0.095 -1.165
C: -0.444 1.321 -1.200
C: 0.427 -0.427 0.222
C: -0.015 -1.728 0.810
N: -1.573 1.464 -0.321
N: -1.602 0.882 0.732
N: 1.506 0.257 0.791
O: -2.081 0.587 1.798
O: 1.991 1.217 0.177
O: 1.913 -0.096 1.907
H: -0.334 -0.863 -1.764
H: 1.099 0.047 -1.695
H: 0.184 2.033 -0.914
H: -0.819 1.564 -2.242
H: -0.306 -2.535 0.064
H: -0.832 -1.549 1.307
H: 0.722 -2.080 1.494


Entry 12:
The following is a quantum chemistry calculation of a single C4H7N3O3 molecule in a non-equilibrium geometry, from the OMol25 dataset.

For the total energy, the calculation gives -546.41830 Eh. The net charge is 0. The calculation puts the gap between HOMO and LUMO (spin up / spin down) at 8.69 / 7.63 eV. The highest occupied orbital energy (spin up / spin down) comes out at -8.94 / -8.24 eV.

Cartesian coordinates (Å):
C: 1.534 1.477 0.314
C: 0.585 -0.346 -1.106
C: -0.770 0.304 2.055
C: -1.717 -0.975 -0.804
N: 1.614 0.495 -0.534
N: -0.823 0.704 0.623
N: -0.530 -0.318 -0.327
O: 2.019 2.346 0.901
O: 0.882 -1.054 -2.062
O: 2.838 0.392 -1.242
H: -1.537 -0.439 2.295
H: 0.153 -0.179 2.394
H: -0.941 1.247 2.443
H: -1.587 -2.038 -0.468
H: -2.667 -0.571 -0.527
H: -1.619 -0.954 -1.914
H: 2.565 -0.090 -2.041


Entry 13:
The following is a quantum chemistry calculation of a single C4H7N3S molecule in a non-equilibrium geometry, from the OMol25 dataset.

For the total energy, the calculation gives -718.87756 Eh. The net charge is 0. The calculation puts the gap between HOMO and LUMO at 8.39 eV. As for the SMILES: C=NNC(=S)[C@@H]1CN1. The highest occupied orbital energy comes out at -8.60 eV.

Cartesian coordinates (Å):
C: -2.375 -0.195 0.138
N: -1.957 -1.156 -0.483
N: -0.729 -1.668 0.187
C: 0.598 -1.053 -0.050
S: 2.253 -1.696 0.027
C: 0.464 0.490 -0.357
C: 1.742 1.224 -0.487
N: 0.646 1.521 0.609
H: -1.794 0.150 0.902
H: -3.324 0.380 -0.161
H: -0.499 -2.625 0.292
H: -0.559 0.790 -0.796
H: 1.787 2.068 -1.255
H: 2.765 0.664 -0.044
H: 0.982 1.106 1.480


Entry 14:
The following is a quantum chemistry calculation of a molecular structure, C4H7N3S in a non-equilibrium geometry, from the OMol25 dataset.

For the total energy, the calculation gives -718.96286 Eh. The net charge is 0. The calculation puts the gap between HOMO and LUMO at 8.51 eV. The highest occupied orbital energy comes out at -7.89 eV.

Cartesian coordinates (Å):
C: -0.056 -1.156 -1.064
C: -0.708 -0.527 -0.127
C: 1.706 -0.098 -0.062
C: -2.074 -0.031 0.193
N: 1.306 -0.963 -1.026
N: 0.733 0.192 0.810
N: 0.401 1.421 1.336
S: 3.230 0.592 -0.110
H: -0.526 -1.790 -1.753
H: -2.458 0.038 -0.926
H: -2.066 0.861 0.894
H: -2.768 -0.761 0.724
H: 2.003 -1.565 -1.576
H: 0.294 2.157 0.636
H: 0.983 1.631 2.052


Entry 15:
The following is a quantum chemistry calculation of a single C4H7N3S molecule in a non-equilibrium geometry, from the OMol25 dataset.

For the total energy, the calculation gives -718.94530 Eh. The net charge is 0. The calculation puts the gap between HOMO and LUMO at 7.56 eV. As for the SMILES: C/C(C=S)=N/N=C\N. The highest occupied orbital energy comes out at -8.28 eV.

Cartesian coordinates (Å):
C: 1.409 1.623 0.031
C: 1.035 0.180 0.024
C: 2.044 -0.875 0.095
S: 3.636 -0.985 -0.073
N: -0.165 -0.081 -0.017
N: -0.784 -1.355 -0.038
C: -2.093 -1.227 -0.037
N: -2.807 -0.146 0.057
H: 2.426 1.653 -0.583
H: 0.669 2.412 -0.589
H: 1.798 2.096 1.085
H: 1.546 -1.801 0.509
H: -2.608 -2.152 0.153
H: -3.767 -0.040 -0.563
H: -2.339 0.698 -0.053


Entry 16:
The following is a quantum chemistry calculation of a single C4H7N3S molecule in a non-equilibrium geometry, from the OMol25 dataset.

For the total energy, the calculation gives -719.06923 Eh. The net charge is 0. The calculation puts the gap between HOMO and LUMO at 9.67 eV. As for the SMILES: [H]/N=C1/CS/C(=N/C)N1. The highest occupied orbital energy comes out at -9.06 eV.

Cartesian coordinates (Å):
H: -0.371 -2.760 -0.929
N: -0.165 -2.716 0.035
C: 0.005 -1.527 0.458
C: 0.343 -1.246 1.906
S: 0.501 0.545 2.112
C: 0.141 0.866 0.391
N: 0.112 2.027 -0.081
C: -0.190 2.180 -1.486
N: -0.071 -0.348 -0.260
H: -0.476 -1.650 2.562
H: 1.254 -1.750 2.142
H: -1.174 1.776 -1.746
H: 0.561 1.682 -2.121
H: -0.157 3.248 -1.743
H: -0.312 -0.327 -1.240


Entry 17:
The following is a quantum chemistry calculation of a single C4H7N3S3 molecule in a non-equilibrium geometry, from the OMol25 dataset.

For the total energy, the calculation gives -1515.44559 Eh. The net charge is 0. The calculation puts the gap between HOMO and LUMO at 8.68 eV. As for the SMILES: NC(=S)NN=C1CSSC1. The highest occupied orbital energy comes out at -8.43 eV.

Cartesian coordinates (Å):
N: -2.155 0.441 2.620
C: -1.250 1.332 2.185
S: -1.049 2.873 2.801
N: -0.461 0.906 1.150
N: -0.597 -0.344 0.616
C: 0.162 -0.693 -0.331
C: 0.006 -2.069 -0.933
S: 0.441 -1.939 -2.682
S: 2.108 -0.798 -2.224
C: 1.222 0.195 -0.983
H: -2.730 0.695 3.371
H: -2.220 -0.451 2.195
H: 0.249 1.569 0.806
H: -1.023 -2.423 -0.839
H: 0.677 -2.773 -0.432
H: 0.753 1.050 -1.473
H: 1.940 0.563 -0.261


Entry 18:
The following is a quantum chemistry calculation of a gas-phase ion, C4H7N4 (charge +1) in a non-equilibrium geometry, from the OMol25 dataset.

For the total energy, the calculation gives -375.28819 Eh. The net charge is +1. The calculation puts the gap between HOMO and LUMO at 10.93 eV. As for the SMILES: [H]/N=C1\N[NH2+]C[C@@H]1C#N. The highest occupied orbital energy comes out at -14.83 eV.

Cartesian coordinates (Å):
H: -0.174 2.487 1.957
N: 0.156 2.141 1.085
C: -0.130 1.071 0.569
N: -0.918 0.002 1.109
N: -0.643 -1.153 0.284
C: -0.436 -0.590 -1.146
C: 0.429 0.583 -0.772
C: 1.769 0.079 -0.464
N: 2.787 -0.399 -0.264
H: -0.800 -0.313 2.059
H: -1.398 -1.895 0.183
H: 0.196 -1.642 0.404
H: -1.254 -0.372 -1.792
H: -0.005 -1.301 -1.744
H: 0.420 1.303 -1.466


Entry 19:
The following is a quantum chemistry calculation of a gas-phase ion, C4H7N4 (charge +1) in a non-equilibrium geometry, from the OMol25 dataset.

For the total energy, the calculation gives -375.23277 Eh. The net charge is +1. The calculation puts the gap between HOMO and LUMO (spin up / spin down) at 6.96 / 6.96 eV. As for the SMILES: C#[N+]CN1C=NNC1. The highest occupied orbital energy (spin up / spin down) comes out at -12.30 / -12.30 eV.

Cartesian coordinates (Å):
C: 1.832 -1.317 -0.743
N: 2.041 -0.288 -0.305
C: 1.228 0.669 0.654
N: -0.111 0.440 0.596
C: -0.716 -0.708 1.103
N: -1.658 -1.121 0.297
N: -1.826 -0.282 -0.727
C: -0.950 0.855 -0.564
H: 1.893 -2.253 -1.294
H: 1.804 0.667 1.700
H: 1.311 1.733 0.312
H: -0.312 -1.268 1.947
H: -2.614 0.000 -1.134
H: -1.560 1.738 -0.359
H: -0.362 1.134 -1.485


Entry 20:
The following is a quantum chemistry calculation of 2 unconnected molecules or ions with the total composition C4H7N4O2 in a non-equilibrium geometry, from the OMol25 dataset.

For the total energy, the calculation gives -525.63415 Eh. The net charge is +1. The calculation puts the gap between HOMO and LUMO (spin up / spin down) at 7.12 / 6.22 eV. The highest occupied orbital energy (spin up / spin down) comes out at -13.79 / -13.37 eV.

Cartesian coordinates (Å):
C: 1.144 -0.714 -0.415
C: -0.644 0.388 0.195
C: 0.480 2.619 0.243
C: -0.839 -2.124 0.003
N: 1.488 0.532 -0.338
N: 0.393 1.202 0.040
N: -0.168 -0.855 -0.089
N: -3.550 0.311 -0.064
O: -3.728 -0.777 0.185
O: -3.696 1.400 -0.317
H: 1.787 -1.523 -0.694
H: 1.529 2.863 0.408
H: 0.130 3.159 -0.636
H: -0.103 2.911 1.114
H: -0.702 -2.683 -0.923
H: -0.418 -2.707 0.825
H: -1.901 -1.992 0.191